Entry 1:
Below is a 3-piece molecular cluster, C43H35F5NO5P overall, with properties calculated with ωB97M-V/def2-TZVPD.

Structure (XYZ):
```
90
Properties=species:S:1:pos:R:3:forces:R:3:lowdin_charge:R:1
C -0.780306 -3.594069 -2.798419 0.90 0.67 0.28 0.081
C -0.389035 -3.306086 -1.686245 -0.47 0.36 0.18 -0.153
C 0.011329 -2.776505 -0.332073 -0.15 -0.53 -0.23 -0.150
C -0.075948 -1.238015 -0.241032 -0.12 0.43 -0.17 -0.130
C 1.084190 -0.457582 0.078490 -0.58 -0.04 0.11 -0.071
C 2.430708 -1.150675 0.298970 -0.23 -0.83 -0.34 -0.072
C 3.114677 -1.656911 -0.988249 0.89 -0.04 -0.52 -0.147
C 2.474229 -1.872675 -2.227040 0.40 0.06 0.25 -0.033
C 3.184493 -2.376626 -3.332973 0.53 -0.35 -0.24 -0.078
C 4.561922 -2.682352 -3.262631 -0.47 0.59 1.12 -0.081
C 5.220511 -2.435353 -2.039020 -0.86 0.07 -0.39 -0.055
C 4.508568 -1.930605 -0.926337 0.89 -0.41 0.24 -0.208
C 5.349673 -1.697562 0.356650 -0.92 0.72 -0.71 -0.042
C 0.922616 0.934452 0.187809 -0.01 0.53 -0.07 0.000
C -0.325473 1.589725 -0.029152 -0.06 -0.21 -0.06 -0.008
C -1.469326 0.839166 -0.376776 0.71 -0.25 0.37 -0.118
C -2.819876 1.507237 -0.650314 -0.24 0.13 -0.49 -0.086
C -3.277439 1.389101 -2.153832 -0.73 0.19 1.15 -0.246
O -4.682837 1.126159 -2.132133 0.45 -0.43 -0.26 -0.027
C -3.090651 2.724742 -2.944394 0.11 -1.12 -1.53 -0.525
F -2.805530 2.375754 -4.249002 0.01 0.24 0.58 0.094
F -4.219525 3.444254 -3.031460 0.92 0.10 0.68 0.156
F -2.052122 3.469927 -2.526886 -0.66 -0.06 0.09 0.151
C -1.326164 -0.594094 -0.463198 -0.17 1.14 -0.28 -0.172
P -2.852012 -1.589806 -0.876240 0.28 -1.69 0.91 0.812
N -2.987407 -2.903696 -0.003545 -0.09 0.15 -0.61 -0.299
C -0.370530 3.129487 0.111733 1.05 -0.35 -0.31 -0.284
O -1.285235 3.734665 0.611660 0.13 -0.10 -0.25 0.107
C 0.893409 3.837072 -0.407219 -0.87 -0.25 0.21 0.118
C 2.045676 3.226992 -0.187591 0.27 -0.07 0.05 -0.179
O 3.278114 3.774884 -0.573137 0.28 -1.35 0.03 0.083
C 3.743474 2.999879 -1.646298 -0.24 -0.67 -0.87 -0.369
O 2.941240 2.557147 -2.429253 0.28 0.21 0.28 0.151
C 5.206160 2.660075 -1.832614 0.37 0.85 0.77 -0.119
C 5.991509 2.104041 -0.793819 0.33 0.43 -1.23 -0.006
C 7.326610 1.796004 -1.128342 0.25 -0.34 0.11 -0.080
C 7.869154 2.020585 -2.405828 -0.59 0.49 -0.73 -0.079
C 7.083602 2.617288 -3.422332 -0.60 -0.34 1.06 -0.065
C 5.750663 2.926877 -3.108494 0.03 -0.12 0.03 -0.025
C 2.107497 1.854908 0.514174 -0.70 0.28 -0.35 -0.218
O 3.006547 1.584544 1.270583 0.00 0.06 -0.40 0.137
H -0.863004 -3.618335 -3.879511 -0.21 -0.37 0.75 0.045
H 1.017500 -3.177977 -0.127946 -0.35 0.47 -0.13 0.108
H -0.647456 -3.168480 0.473371 0.17 0.04 -0.71 0.108
H 3.158872 -0.562151 0.873662 -0.69 -0.05 -0.29 0.088
H 2.219467 -2.055320 0.915412 0.25 0.60 -0.17 0.134
H 1.407353 -1.639165 -2.317396 0.53 -0.11 -0.15 0.097
H 2.692802 -2.578578 -4.296125 -0.04 0.27 0.62 0.102
H 5.123030 -3.075764 -4.117785 -0.40 0.18 0.32 0.100
H 6.298521 -2.634362 -1.954203 -0.56 0.12 0.05 0.106
H 5.155304 -0.642629 0.657254 0.39 -0.64 0.12 0.064
H 6.423480 -1.799491 0.115807 -0.59 -0.10 0.32 0.075
H 5.032928 -2.352373 1.189153 0.31 0.24 -0.38 0.087
H -3.592704 1.031417 -0.014324 0.36 0.32 -0.48 0.108
H -2.852999 2.581670 -0.409885 0.36 -0.64 0.20 0.104
H -2.738050 0.579896 -2.679748 -0.05 0.58 0.09 0.140
H -4.905337 0.525349 -2.855156 -0.01 0.24 0.06 0.110
H -2.760707 -1.900090 -2.262378 -0.15 0.71 0.18 0.012
H -4.022394 -0.818630 -0.685135 0.70 0.41 -0.31 0.024
H -2.965489 -3.708664 -0.631790 0.09 0.03 0.36 -0.019
H 0.822809 4.801668 -0.933194 -0.05 -0.49 0.51 0.150
H 5.579674 1.925331 0.208787 0.21 0.12 -0.54 0.113
H 7.990010 1.335093 -0.382436 -0.45 0.25 -0.25 0.106
H 8.901093 1.756424 -2.675521 -0.47 0.03 0.52 0.105
H 7.454157 2.813039 -4.436792 -0.02 -0.12 0.62 0.108
H 5.103664 3.387593 -3.865968 0.26 -0.27 0.37 0.122
F -4.567855 1.119593 2.779250 0.04 -0.06 -0.04 0.056
C -5.287072 2.258046 2.754035 -0.26 0.39 0.00 -0.287
C -6.605943 2.234342 3.164916 -0.13 -0.24 0.09 -0.019
C -7.343063 3.410563 3.142048 0.20 0.09 -0.09 -0.085
C -6.756552 4.590267 2.699736 -0.08 0.06 0.01 -0.099
C -5.430967 4.596210 2.285131 -0.18 -0.11 0.08 -0.078
C -4.689535 3.423866 2.317460 0.38 -0.02 -0.13 -0.016
H -7.047322 1.303790 3.498488 0.04 0.00 0.00 0.117
H -8.375213 3.407129 3.468546 0.03 -0.03 -0.01 0.104
H -7.334771 5.505743 2.678652 0.02 -0.03 0.00 0.100
H -4.974424 5.513768 1.936353 0.03 -0.05 0.02 0.106
H -3.651269 3.410974 2.006358 -0.01 -0.02 0.00 0.104
F -1.407537 -2.608890 3.262771 0.08 0.05 -0.03 0.048
C -2.049179 -3.641347 3.844481 -0.26 -0.39 0.20 -0.286
C -2.942094 -4.388551 3.100207 -0.07 0.02 -0.40 -0.019
C -3.596897 -5.454978 3.701097 0.17 0.09 0.26 -0.082
C -3.359594 -5.753550 5.037810 -0.07 -0.09 0.03 -0.105
C -2.462905 -4.989582 5.773194 -0.07 -0.03 -0.17 -0.092
C -1.797996 -3.929025 5.172586 0.18 0.18 0.13 -0.024
H -3.118281 -4.132362 2.061490 0.04 0.12 0.03 0.074
H -4.293222 -6.053074 3.126970 0.02 0.05 -0.01 0.103
H -3.875004 -6.583461 5.505852 0.02 0.03 0.00 0.098
H -2.280879 -5.219471 6.815493 0.02 0.02 -0.03 0.102
H -1.088912 -3.327565 5.727376 -0.02 0.02 -0.03 0.114
```
Forces are in eV/Å.

Computed properties:
HOMO energy in eV: -8.7
Orbital gap in eV: 7.5869
Multiplicity: 1
SMILES: C#CCc1c(Cc2ccccc2C)c2c(c(C[C@@H](O)C(F)(F)F)c1[PH2]=N)C(=O)C=C(OC(=O)c1ccccc1)C2=O.Fc1ccccc1.Fc1ccccc1



Entry 2:
Below is C43H35MnN10O2S2 as an isolated structure, with properties calculated with ωB97M-V/def2-TZVPD.

Structure (XYZ):
```
93
Properties=species:S:1:pos:R:3:forces:R:3:lowdin_charge:R:1
Mn -1.021025 0.443506 0.902265 0.11 0.40 0.92 0.418
C -2.738435 -3.283739 2.232965 -0.04 0.01 0.04 -0.064
C -2.578795 -1.964179 1.539420 -0.06 0.04 0.08 -0.249
N -1.391692 -1.285630 1.676443 0.13 -0.01 -0.23 -0.114
N -0.515939 -1.848900 2.530796 0.09 0.01 -0.02 -0.075
C 0.636932 -1.269039 2.651094 -0.13 -0.05 -0.05 -1.112
S 1.102069 0.139903 1.743433 -0.17 -0.13 -0.14 0.622
S 1.730039 -1.914304 3.878391 0.08 0.01 0.01 0.826
C 1.310383 -0.746460 5.224739 0.00 0.11 -0.07 -0.436
C -0.056108 -0.976047 5.791072 -0.08 -0.02 -0.02 -0.292
C -0.261083 -1.828313 6.871632 0.04 0.02 0.01 -0.061
C -1.539679 -2.070525 7.348656 -0.02 -0.01 0.02 -0.105
C -2.633901 -1.464326 6.745204 0.01 0.00 -0.02 -0.104
C -2.439373 -0.612649 5.667144 -0.03 0.01 0.00 -0.063
C -1.159024 -0.370656 5.194259 0.08 -0.01 0.02 -0.038
C -3.683921 -1.416428 0.815496 0.01 0.01 -0.12 -0.127
C -4.975923 -1.975878 0.950430 0.02 0.00 0.00 -0.063
C -6.065403 -1.517413 0.227203 -0.03 0.00 -0.01 -0.137
C -5.914244 -0.469829 -0.669702 0.01 -0.01 0.00 -0.133
C -4.659452 0.114562 -0.825244 -0.01 -0.02 0.02 -0.047
C -3.555446 -0.330271 -0.107071 0.02 -0.03 0.14 -0.336
O -2.377506 0.243138 -0.327928 0.03 -0.14 -0.52 -0.207
H -1.770136 -3.741829 2.409208 0.01 -0.01 -0.02 0.060
H -3.355014 -3.951877 1.629187 0.01 -0.01 0.00 0.068
H -3.221036 -3.186021 3.213793 0.01 0.04 0.02 0.081
H 1.381659 0.252654 4.791298 0.05 0.01 0.04 0.060
H 2.092577 -0.850705 5.977766 -0.02 -0.07 0.02 0.070
H 0.591310 -2.309414 7.338835 0.01 -0.02 0.00 0.105
H -1.684089 -2.735194 8.191724 0.00 -0.01 0.01 0.091
H -3.633863 -1.657575 7.113073 -0.01 0.00 0.01 0.092
H -3.282884 -0.134419 5.185250 -0.01 0.03 -0.02 0.105
H -1.016440 0.286228 4.344338 -0.01 -0.11 0.08 0.075
H -5.123996 -2.782018 1.655865 -0.01 0.01 0.00 0.088
H -7.035227 -1.978849 0.372356 0.00 0.00 0.00 0.085
H -6.758945 -0.103241 -1.240047 -0.01 0.00 0.00 0.083
H -4.504147 0.933146 -1.517945 0.01 0.00 0.00 0.102
C 0.892097 3.814385 -3.150041 -0.04 0.10 -0.01 -0.081
N 0.442278 3.295350 -1.873249 -0.06 -0.10 0.11 -0.118
C -0.095932 2.107574 -1.582095 -0.09 -0.11 0.12 -0.081
N -0.264237 2.020542 -0.275818 -0.01 0.01 -0.02 -0.001
C 0.196249 3.206518 0.197021 0.00 -0.01 -0.05 -0.169
N 0.639456 4.007060 -0.740210 0.08 0.14 -0.05 0.128
C 2.393107 3.738926 -3.286920 0.04 0.04 0.01 -0.194
C 3.183108 4.871550 -3.143507 -0.01 -0.02 0.02 -0.027
C 4.568536 4.780571 -3.216084 -0.03 -0.03 0.00 -0.061
C 5.177024 3.557047 -3.430938 -0.08 -0.03 -0.02 -0.016
C 4.386087 2.419142 -3.582402 0.08 0.02 0.04 -0.132
C 3.001827 2.512739 -3.508603 0.00 -0.01 -0.02 0.037
C 5.009688 1.115775 -3.796043 0.00 -0.05 0.02 -0.291
N 6.252264 0.775839 -3.759745 -0.09 -0.06 -0.07 0.120
N 6.291001 -0.595535 -4.014129 -0.09 0.07 0.03 0.121
C 5.069000 -0.966797 -4.175309 0.01 0.06 0.01 -0.291
O 4.194791 0.064741 -4.057212 0.19 0.03 0.00 0.121
C 4.497896 -2.285951 -4.430685 0.09 -0.04 0.01 -0.130
C 5.219567 -3.448593 -4.167092 -0.06 0.03 -0.03 -0.013
C 4.602050 -4.675603 -4.333490 -0.03 0.02 0.00 -0.060
C 3.276303 -4.748576 -4.750905 0.03 0.01 -0.08 -0.026
C 2.569086 -3.592353 -5.043976 0.08 -0.06 0.03 -0.192
C 1.126978 -3.620682 -5.489875 -0.01 -0.02 -0.07 -0.084
N 0.329651 -2.701755 -4.708840 -0.10 0.05 -0.04 -0.153
C 0.016032 -1.431772 -5.004362 -0.06 0.07 0.11 -0.188
N -0.496918 -0.828375 -3.955149 0.00 0.06 -0.02 0.080
C -0.471861 -1.808017 -3.006559 -0.01 0.09 -0.01 -0.189
N 0.030477 -2.950220 -3.417759 0.07 -0.12 0.01 0.123
C 3.191309 -2.364366 -4.886236 -0.02 -0.02 0.09 0.033
H 0.557629 4.849318 -3.217424 -0.02 -0.03 -0.01 0.125
H 0.390799 3.237658 -3.927774 0.03 -0.02 0.01 0.133
H -0.368912 1.355357 -2.307833 0.01 0.00 -0.04 0.127
H 0.177800 3.462965 1.242688 0.01 -0.01 0.02 0.116
H 2.712217 5.827805 -2.952539 0.00 0.01 0.00 0.114
H 5.173908 5.668379 -3.093223 0.00 0.01 0.00 0.105
H 6.253009 3.464927 -3.479089 0.02 -0.01 -0.01 0.115
H 2.396581 1.619404 -3.606707 -0.01 -0.01 0.00 0.126
H 6.236941 -3.375062 -3.809313 0.01 0.00 0.01 0.117
H 5.143143 -5.583491 -4.103938 0.00 -0.01 0.00 0.106
H 2.788398 -5.711808 -4.835546 0.00 -0.01 0.00 0.113
H 0.707958 -4.622824 -5.412807 -0.02 0.03 0.06 0.127
H 1.041091 -3.293371 -6.528510 0.01 -0.08 0.00 0.131
H 0.173267 -1.004888 -5.982284 0.00 0.02 -0.02 0.125
H -0.833329 -1.664501 -2.001379 -0.06 0.02 0.08 0.104
H 2.638299 -1.452649 -5.070168 0.02 0.01 0.00 0.117
C -1.594875 1.461470 2.146871 0.02 -0.19 -0.48 -0.049
C -2.060605 2.278827 3.152256 0.02 0.07 0.04 -0.333
C -1.165910 2.860730 4.102613 -0.02 0.04 -0.02 -0.086
C -1.639135 3.680756 5.101539 0.02 0.01 0.01 -0.119
C -3.000083 3.968135 5.220046 -0.01 0.01 0.01 -0.131
C -3.889431 3.401425 4.301673 -0.02 0.01 0.03 -0.124
C -3.450639 2.578587 3.291509 0.02 -0.02 -0.02 -0.060
H -0.109738 2.628088 4.030327 0.01 0.01 0.00 0.100
H -0.937775 4.101937 5.813145 0.00 0.00 0.00 0.093
H -3.360674 4.610808 6.011848 0.00 0.00 0.01 0.079
H -4.950262 3.608103 4.387398 -0.01 0.00 0.00 0.092
H -4.148831 2.137341 2.591430 -0.01 0.00 -0.01 0.107
```
Forces are in eV/Å.

Computed properties:
HOMO energy (spin up / spin down) in eV: -2.0 / -4.2
Total charge: -1
Orbital gap (spin up / spin down) in eV: 3.4076 / 5.6185
Energy above the lowest of the compared OMol25 structures with the same formula, charge and spin in eV: 0.000
Multiplicity: 4



| no. | F_max (eV/A) |
| --- | --- |
| 1 | 1.94 |
| 2 | 1.01 |